{"formula": "C5H4N2O", "method": "ωB97M-V with the def2-TZVPD basis set", "total_charge": 0, "orbital_gap_ev": 9.009, "de_lowest_kcal_mol": 74.7, "homo_energy_ha": -0.3045, "elements": ["C", "C", "C", "O", "N", "C", "C", "N", "H", "H", "H", "H"], "coordinates": [[0.628, -2.699, 0.965], [0.579, -1.662, 0.364], [0.498, -0.387, -0.296], [1.346, -0.104, -1.293], [1.210, 1.128, -1.800], [0.163, 1.621, -1.132], [-0.393, 0.695, -0.215], [-1.356, 0.732, 0.745], [0.542, -3.575, 1.578], [-0.219, 2.532, -1.535], [-1.730, 1.672, 1.069], [-1.267, 0.046, 1.550]], "mulliken_charge": [0.247, -0.867, 0.267, -0.142, -0.335, -0.528, 0.548, -0.530, 0.463, 0.412, 0.234, 0.233]}